{"formula": "C26H31CrN4O6S3", "method": "ωB97M-V with the def2-TZVPD basis set", "elements": ["Cr", "S", "C", "N", "C", "C", "C", "C", "C", "C", "S", "H", "H", "H", "H", "N", "N", "C", "O", "O", "H", "H", "H", "O", "S", "O", "O", "O", "C", "C", "C", "C", "C", "C", "C", "C", "N", "C", "C", "C", "C", "C", "C", "C", "C", "C", "C", "H", "H", "H", "H", "H", "H", "H", "H", "H", "H", "H", "H", "H", "H", "H", "H", "H", "H", "H", "H", "H", "H", "H", "H"], "coordinates": [[-0.9519, -0.0686, 0.9003], [-3.8913, 0.8268, 1.9222], [-2.7855, 0.7273, 3.1813], [-1.4735, 0.5607, 3.0794], [-0.8434, 0.4926, 4.3397], [0.5171, 0.3161, 4.6040], [0.9727, 0.3019, 5.9117], [0.1006, 0.4551, 6.9890], [-1.2554, 0.6249, 6.7491], [-1.7050, 0.6467, 5.4348], [-3.3316, 0.8329, 4.8614], [1.2022, 0.1347, 3.7934], [2.0308, 0.1505, 6.0962], [0.4756, 0.4278, 8.0055], [-1.9605, 0.7319, 7.5684], [1.6826, 2.1342, 1.9669], [1.3174, 2.9316, 0.8739], [0.0098, 2.9115, 0.3380], [-0.3171, 3.8864, -0.3390], [-0.7148, 1.8626, 0.5332], [0.9056, 2.0914, 2.6120], [1.8041, 1.1895, 1.6318], [1.6589, 3.8653, 0.9683], [0.2703, -3.5077, 1.7009], [-0.4023, -2.3112, 2.1676], [-0.8037, -2.3785, 3.5518], [-1.5792, -1.9110, 1.2674], [0.4680, -1.0604, 1.8721], [-5.0445, 1.3075, -1.1562], [-3.7478, 1.0423, -1.8849], [-3.6314, 1.3821, -3.2327], [-2.4386, 1.1442, -3.8936], [-2.2918, 1.5005, -5.3557], [-1.3524, 0.5817, -3.2305], [-1.4102, 0.2251, -1.8623], [-2.6657, 0.4656, -1.2508], [-0.4290, -0.3091, -1.0241], [0.9253, -0.8131, -1.4096], [0.9970, -2.3250, -1.1361], [2.4093, -2.8813, -1.3359], [2.8354, -2.6795, -2.7898], [2.7971, -1.1813, -3.1028], [3.7942, -0.4452, -2.2029], [3.3808, -0.6452, -0.7447], [3.3874, -2.1444, -0.4072], [1.9708, -0.0907, -0.5286], [1.3813, -0.6222, -2.8732], [-5.8287, 1.5902, -1.8644], [-4.9209, 2.1150, -0.4290], [-5.3767, 0.4288, -0.5980], [-4.4711, 1.8348, -3.7547], [-3.1879, 2.0029, -5.7267], [-2.1272, 0.6077, -5.9672], [-1.4385, 2.1673, -5.5144], [-0.4674, 0.4605, -3.8206], [-2.7724, 0.1718, -0.2131], [0.2893, -2.8320, -1.8057], [0.6833, -2.5382, -0.1292], [2.4054, -3.9465, -1.0871], [2.1546, -3.2212, -3.4587], [3.8472, -3.0728, -2.9563], [3.0613, -1.0190, -4.1524], [3.7989, 0.6244, -2.4462], [4.8091, -0.8284, -2.3684], [4.0783, -0.1134, -0.0916], [3.0830, -2.2966, 0.6342], [4.3990, -2.5529, -0.5304], [1.9289, 0.9857, -0.7272], [1.6986, -0.2519, 0.5120], [0.6910, -1.1361, -3.5442], [1.3950, 0.4429, -3.1201]], "atomic_forces_ev_per_a": [[0.4102, 0.2254, -0.7289], [0.0031, -0.0548, 0.1702], [0.4277, -0.0052, 0.2581], [-0.0211, -0.2526, 0.1448], [-0.1892, 0.1455, -0.5133], [-0.0420, -0.0424, -0.1127], [-0.0083, 0.0071, -0.0053], [-0.1182, 0.0074, -0.0795], [0.0319, -0.0003, 0.0060], [-0.1482, 0.0057, 0.0229], [-0.0762, 0.0545, 0.0111], [0.0177, 0.0027, -0.1317], [-0.0404, 0.0041, -0.0178], [-0.0100, 0.0086, -0.0086], [0.0683, 0.0025, -0.0591], [0.0198, -0.0829, 0.2288], [-0.3059, -0.2401, -0.1404], [-0.2594, -0.1794, -0.4953], [0.0038, -0.0738, 0.2125], [0.3749, 0.1461, 0.6070], [-0.1931, -0.0633, 0.2584], [0.0933, -0.1153, 0.0123], [0.0928, 0.3574, -0.1061], [-0.2072, 0.1366, -0.0304], [0.4508, -0.0023, 0.1629], [0.0430, 0.0709, -0.0764], [0.0108, 0.5854, 0.0240], [-0.1203, -0.4688, 0.4410], [0.1093, -0.0353, 0.0517], [-0.0527, -0.0183, -0.0077], [0.0080, 0.0264, -0.0117], [0.0171, 0.0023, -0.0431], [0.0279, 0.0015, 0.0375], [-0.0190, 0.0020, 0.1624], [0.1088, -0.1077, -0.0725], [0.3667, -0.1896, -0.0799], [-0.2555, 0.0033, 0.3652], [-0.0928, 0.1443, 0.0617], [-0.0824, 0.0540, -0.2023], [0.0474, 0.0953, 0.0062], [0.0000, 0.0370, 0.0012], [-0.0239, -0.0017, 0.1171], [-0.0466, -0.0064, -0.0248], [-0.0492, -0.1132, -0.0670], [-0.0944, 0.0359, -0.0412], [-0.0554, -0.0178, -0.0821], [-0.0383, 0.1341, 0.1048], [0.0461, -0.0189, 0.0335], [-0.0099, -0.0577, -0.0632], [0.0212, 0.0562, -0.0306], [0.0438, -0.0326, 0.0157], [0.0302, -0.0133, 0.0056], [-0.0063, 0.0297, 0.0148], [-0.0555, -0.0355, 0.0073], [0.1991, -0.0395, -0.0077], [-0.4473, -0.0013, -0.1009], [0.0371, 0.0236, 0.0088], [-0.0947, -0.0385, 0.1716], [-0.0022, -0.0135, 0.0096], [0.0319, 0.0311, 0.0343], [-0.0211, 0.0118, -0.0143], [0.0112, 0.0208, -0.0626], [-0.0012, -0.0517, 0.0142], [-0.0048, -0.0019, -0.0231], [0.0172, 0.0099, 0.0580], [0.0107, 0.0226, -0.0783], [-0.0024, -0.0014, 0.0158], [0.0376, -0.0585, -0.0797], [0.0627, -0.0718, -0.1746], [-0.0281, 0.0126, -0.0412], [-0.0587, -0.0072, -0.0433]], "spin_multiplicity": 2, "homo_energy_ev": [-1.9045, -1.9644], "energy_ha": -3919.04383, "max_force_ev_per_a": 0.87, "total_charge": -2}